ORCA calculation (the ωB97M-V functional and the def2-TZVPD basis) on a structure of composition C45H26Br3F7NOPRuSb at a distorted geometry.

Structure (XYZ):
```
86
Properties=species:S:1:pos:R:3:mulliken_charge:R:1
Ru 0.1475 -0.1046 -0.9668 0.6019
F -5.1697 -3.6571 2.0826 -0.2657
C -4.5164 -2.7036 1.4529 0.6846
C -5.0636 -1.4386 1.3317 0.2395
F -6.2528 -1.1810 1.8385 -0.2712
C -4.3511 -0.4440 0.6816 0.6273
F -4.9246 0.7484 0.5749 -0.3385
C -3.0842 -0.6610 0.1564 -1.0990
P -2.0947 0.7093 -0.5464 1.9848
C -2.1008 2.0445 0.6820 -0.4580
C -3.1483 2.9590 0.8214 -0.1355
C -3.0475 3.9895 1.7403 -0.8821
C -1.9013 4.1378 2.5114 -0.8387
C -0.8526 3.2423 2.3699 -0.6018
C -0.9572 2.2033 1.4580 0.7519
C -3.0898 1.2985 -1.9238 0.9697
C -3.9902 0.4603 -2.5740 -0.4817
C -4.7873 0.9647 -3.5899 -0.9624
C -4.6668 2.2922 -3.9758 -0.4737
C -3.7295 3.1159 -3.3647 -0.8071
C -2.9337 2.6204 -2.3446 -0.7438
C -2.5920 -1.9528 0.2492 0.3801
Br -0.9726 -2.4648 -0.5969 -0.1290
C -3.2779 -2.9621 0.8889 0.2712
F -2.7643 -4.1849 0.9715 -0.3842
H -4.0376 2.8827 0.2120 0.5014
H -3.8664 4.6889 1.8442 0.4650
H -1.8263 4.9583 3.2136 0.4389
H 0.0475 3.3585 2.9607 0.4669
H -0.1421 1.5104 1.3389 -0.4694
H -4.0878 -0.5784 -2.2808 0.4744
H -5.5070 0.3214 -4.0800 0.5044
H -5.3059 2.6881 -4.7542 0.4516
H -3.6238 4.1467 -3.6758 0.4748
H -2.2038 3.2613 -1.8643 0.5601
Br -2.2427 -0.5414 -5.4921 -0.0100
C -0.5595 -1.2175 -5.1072 -0.0406
C 0.0884 -2.0504 -5.9972 -0.5539
C 1.3544 -2.5355 -5.7131 0.0745
Br 2.1766 -3.6320 -6.9659 -0.0772
C 2.0294 -2.2067 -4.4840 0.9392
C 3.3229 -2.6397 -4.1526 -0.6814
C 3.8751 -2.2457 -2.9607 -1.3613
C 3.1213 -1.4567 -2.0911 -0.3349
N 1.8898 -1.0506 -2.3694 0.0679
C 1.3601 -1.3981 -3.5600 0.0862
C 0.0457 -0.8427 -3.8576 0.2719
O -0.4964 -0.0589 -3.0525 -0.5444
H -0.3949 -2.3184 -6.9265 0.4858
H 3.8741 -3.2648 -4.8418 0.3915
H 4.8772 -2.5424 -2.6847 0.4785
H 3.5506 -1.1489 -1.1479 0.6962
F 6.8599 -3.8451 2.3322 -0.3037
C 5.7761 -3.1243 2.0542 0.2004
C 4.5480 -3.7614 2.0051 -0.5670
C 3.4228 -3.0087 1.7114 -0.7785
C 3.5445 -1.6376 1.4862 0.2953
C 4.7907 -1.0190 1.5258 -0.0930
C 5.9199 -1.7690 1.8227 -0.8008
Sb 1.8188 -0.5106 1.0528 1.1670
C 2.4580 1.4985 1.1570 0.3791
C 3.1433 2.0475 2.2413 -0.4461
C 3.4868 3.3919 2.2411 -0.8287
C 3.1392 4.1660 1.1476 0.1815
F 3.4687 5.4558 1.1425 -0.3268
C 2.4630 3.6523 0.0556 -0.8194
C 2.1320 2.3079 0.0697 -0.5920
C 0.6222 -0.7700 2.7910 0.8441
C -0.0531 -1.9783 2.9613 -0.6333
C -0.9023 -2.1632 4.0428 -0.8908
C -1.0606 -1.1261 4.9423 0.1037
F -1.8763 -1.2974 5.9845 -0.3327
C -0.4016 0.0796 4.8017 -0.7374
C 0.4420 0.2556 3.7141 -0.0714
H 4.4861 -4.8241 2.1975 0.4852
H 2.4551 -3.4953 1.6767 0.3384
H 4.8908 0.0438 1.3403 0.4927
H 6.9013 -1.3172 1.8796 0.5005
H 3.4103 1.4304 3.0915 0.6019
H 4.0167 3.8434 3.0694 0.4962
H 2.2163 4.3005 -0.7744 0.5246
H 1.6173 1.8911 -0.8003 0.4393
H 0.0847 -2.7960 2.2616 0.4402
H -1.4361 -3.0924 4.1955 0.5708
H -0.5471 0.8566 5.5405 0.5256
H 0.9653 1.1958 3.6008 0.2405
```

Values from the calculation:
energy above the lowest of the compared OMol25 structures with the same formula, charge and spin: 47.1 kcal per mole
spin multiplicity: 2
molar mass: 1223.211 g/mol
⟨S²⟩: 0.969
E_tot: -10957.42088 Eh
total charge: +2